{"formula": "C81H171N9O9", "method": "ωB97M-V/def2-TZVPD", "species": ["C", "C", "C", "C", "C", "C", "C", "C", "C", "N", "O", "H", "H", "H", "H", "H", "H", "H", "H", "H", "H", "H", "H", "H", "H", "H", "H", "H", "H", "H", "C", "C", "C", "C", "C", "C", "C", "C", "C", "N", "O", "H", "H", "H", "H", "H", "H", "H", "H", "H", "H", "H", "H", "H", "H", "H", "H", "H", "H", "H", "C", "C", "C", "C", "C", "C", "C", "C", "C", "N", "O", "H", "H", "H", "H", "H", "H", "H", "H", "H", "H", "H", "H", "H", "H", "H", "H", "H", "H", "H", "C", "C", "C", "C", "C", "C", "C", "C", "C", "N", "O", "H", "H", "H", "H", "H", "H", "H", "H", "H", "H", "H", "H", "H", "H", "H", "H", "H", "H", "H", "C", "C", "C", "C", "C", "C", "C", "C", "C", "N", "O", "H", "H", "H", "H", "H", "H", "H", "H", "H", "H", "H", "H", "H", "H", "H", "H", "H", "H", "H", "C", "C", "C", "C", "C", "C", "C", "C", "C", "N", "O", "H", "H", "H", "H", "H", "H", "H", "H", "H", "H", "H", "H", "H", "H", "H", "H", "H", "H", "H", "C", "C", "C", "C", "C", "C", "C", "C", "C", "N", "O", "H", "H", "H", "H", "H", "H", "H", "H", "H", "H", "H", "H", "H", "H", "H", "H", "H", "H", "H", "C", "C", "C", "C", "C", "C", "C", "C", "C", "N", "O", "H", "H", "H", "H", "H", "H", "H", "H", "H", "H", "H", "H", "H", "H", "H", "H", "H", "H", "H", "C", "C", "C", "C", "C", "C", "C", "C", "C", "N", "O", "H", "H", "H", "H", "H", "H", "H", "H", "H", "H", "H", "H", "H", "H", "H", "H", "H", "H", "H"], "xyz": [[12.418, 16.535, 32.499], [13.350, 17.614, 31.766], [14.707, 17.925, 32.482], [13.874, 16.869, 30.497], [14.423, 17.825, 29.426], [13.347, 18.854, 28.976], [12.794, 19.602, 30.243], [13.819, 20.777, 30.616], [11.505, 20.341, 29.761], [12.415, 18.654, 31.346], [11.869, 19.311, 32.465], [13.108, 16.063, 33.198], [11.772, 16.873, 33.309], [11.821, 15.750, 32.037], [15.450, 18.479, 31.909], [14.390, 18.517, 33.340], [15.106, 17.011, 32.922], [14.725, 16.188, 30.521], [12.984, 16.451, 30.027], [15.298, 18.444, 29.625], [14.771, 17.155, 28.639], [12.624, 18.323, 28.357], [14.002, 19.450, 28.342], [14.677, 20.280, 31.069], [13.295, 21.493, 31.250], [14.289, 21.414, 29.867], [11.634, 21.088, 28.977], [11.215, 20.923, 30.636], [10.747, 19.652, 29.391], [11.019, 18.877, 32.573], [3.724, 17.129, 28.837], [4.796, 16.073, 28.424], [4.298, 15.038, 27.371], [5.863, 16.881, 27.762], [6.781, 17.623, 28.790], [7.360, 16.659, 29.756], [6.237, 15.914, 30.543], [7.090, 14.883, 31.328], [5.491, 17.048, 31.529], [5.322, 15.249, 29.597], [4.299, 14.627, 30.418], [3.490, 17.839, 28.044], [2.837, 16.558, 29.114], [3.945, 17.716, 29.728], [3.224, 14.852, 27.372], [4.471, 15.302, 26.328], [4.836, 14.114, 27.581], [6.512, 16.197, 27.215], [5.575, 17.630, 27.024], [7.606, 18.067, 28.233], [6.200, 18.454, 29.190], [7.997, 17.271, 30.394], [8.086, 16.001, 29.277], [6.445, 14.328, 32.009], [7.908, 15.202, 31.974], [7.501, 14.162, 30.622], [5.564, 18.081, 31.188], [6.002, 17.078, 32.491], [4.463, 16.777, 31.771], [4.635, 13.729, 30.361], [6.900, 9.818, 28.467], [6.265, 9.826, 27.106], [5.478, 8.493, 26.875], [5.099, 10.855, 27.226], [4.623, 11.380, 25.900], [5.885, 11.899, 25.017], [6.980, 10.756, 24.761], [6.499, 9.692, 23.740], [8.224, 11.433, 24.099], [7.306, 10.167, 26.081], [8.406, 9.172, 25.944], [6.154, 9.697, 29.253], [7.584, 8.975, 28.571], [7.542, 10.698, 28.508], [4.870, 8.499, 25.971], [6.221, 7.739, 26.617], [4.757, 8.159, 27.621], [4.265, 10.327, 27.689], [5.315, 11.645, 27.945], [4.013, 10.541, 25.564], [3.880, 12.159, 26.071], [6.251, 12.614, 25.754], [5.554, 12.468, 24.148], [6.315, 10.189, 22.788], [5.491, 9.306, 23.893], [7.132, 8.847, 23.469], [8.556, 12.265, 24.720], [7.943, 11.773, 23.102], [9.033, 10.705, 24.042], [9.134, 9.797, 25.969], [14.858, 13.758, 21.105], [14.668, 13.876, 22.621], [13.331, 13.176, 23.033], [15.815, 13.159, 23.411], [15.820, 13.508, 24.821], [15.843, 15.034, 25.007], [14.678, 15.731, 24.302], [13.357, 15.650, 25.122], [15.137, 17.215, 24.173], [14.587, 15.329, 22.916], [13.757, 16.056, 22.110], [14.888, 12.712, 20.802], [14.046, 14.194, 20.523], [15.736, 14.232, 20.666], [13.251, 12.150, 22.673], [13.075, 13.176, 24.093], [12.521, 13.684, 22.509], [15.599, 12.099, 23.283], [16.757, 13.249, 22.869], [14.930, 13.049, 25.251], [16.697, 13.109, 25.331], [16.769, 15.497, 24.666], [15.713, 15.222, 26.072], [12.466, 15.894, 24.543], [13.402, 16.494, 25.810], [13.181, 14.765, 25.734], [16.018, 17.504, 23.600], [15.237, 17.677, 25.155], [14.353, 17.802, 23.693], [14.325, 16.280, 21.370], [8.666, 7.572, 36.781], [9.400, 8.331, 35.620], [10.181, 7.301, 34.715], [8.175, 8.983, 34.791], [8.773, 9.847, 33.625], [9.844, 10.785, 34.112], [10.899, 10.381, 35.143], [12.151, 9.821, 34.343], [11.286, 11.692, 35.985], [10.310, 9.390, 36.089], [11.167, 8.849, 36.935], [8.306, 8.278, 37.529], [7.874, 6.827, 36.699], [9.468, 7.171, 37.401], [10.404, 7.766, 33.755], [11.135, 6.958, 35.115], [9.544, 6.454, 34.460], [7.605, 8.089, 34.538], [7.595, 9.566, 35.507], [9.148, 9.185, 32.845], [7.891, 10.331, 33.204], [9.489, 11.733, 34.516], [10.411, 11.053, 33.220], [12.724, 10.660, 33.949], [11.988, 9.268, 33.419], [12.798, 9.252, 35.010], [11.585, 12.349, 35.169], [12.257, 11.666, 36.480], [10.433, 12.059, 36.557], [10.488, 8.800, 37.611], [12.888, 9.533, 27.211], [11.986, 10.156, 28.336], [10.716, 9.264, 28.384], [12.851, 9.994, 29.617], [12.471, 10.974, 30.808], [12.312, 12.342, 30.260], [11.227, 12.518, 29.108], [9.818, 12.313, 29.661], [11.262, 14.051, 28.630], [11.661, 11.568, 28.023], [11.236, 11.754, 26.790], [13.312, 8.612, 27.609], [12.362, 9.092, 26.364], [13.698, 10.222, 26.970], [10.664, 8.420, 27.696], [10.530, 8.840, 29.370], [9.745, 9.758, 28.426], [12.572, 9.056, 30.098], [13.928, 10.059, 29.461], [11.673, 10.578, 31.436], [13.405, 11.003, 31.369], [13.183, 12.835, 29.829], [12.100, 13.053, 31.058], [9.521, 13.042, 30.415], [9.713, 11.426, 30.286], [9.111, 12.179, 28.843], [12.233, 14.338, 28.226], [10.962, 14.851, 29.307], [10.563, 14.220, 27.810], [12.058, 12.017, 26.369], [20.378, 14.184, 35.399], [18.964, 14.220, 35.978], [19.090, 13.951, 37.533], [18.129, 15.556, 35.714], [17.751, 15.607, 34.268], [16.735, 14.536, 33.932], [17.359, 13.119, 34.214], [16.151, 12.137, 34.364], [18.240, 12.823, 32.986], [18.209, 13.066, 35.395], [18.825, 11.846, 35.646], [20.869, 13.263, 35.713], [20.456, 14.280, 34.316], [20.923, 14.997, 35.878], [18.942, 14.848, 38.135], [18.266, 13.319, 37.864], [20.061, 13.591, 37.872], [17.227, 15.429, 36.312], [18.665, 16.450, 36.032], [17.381, 16.605, 34.033], [18.632, 15.347, 33.681], [16.449, 14.647, 32.886], [15.806, 14.722, 34.471], [15.445, 12.504, 33.619], [15.738, 12.218, 35.370], [16.573, 11.148, 34.186], [18.592, 11.794, 32.920], [19.133, 13.445, 33.044], [17.725, 13.160, 32.087], [19.331, 11.676, 34.848], [15.236, 4.769, 28.752], [15.069, 4.355, 30.262], [16.336, 3.471, 30.441], [15.367, 5.616, 31.182], [14.257, 6.579, 30.966], [12.893, 5.955, 31.375], [12.623, 4.572, 30.672], [11.783, 3.878, 31.734], [11.871, 4.684, 29.368], [13.812, 3.707, 30.686], [13.565, 2.609, 29.880], [15.363, 3.983, 28.007], [14.301, 5.093, 28.295], [15.966, 5.557, 28.566], [16.463, 2.709, 29.672], [17.215, 4.101, 30.311], [16.262, 3.016, 31.429], [15.373, 5.317, 32.230], [16.280, 6.139, 30.896], [14.472, 7.419, 31.627], [14.225, 6.980, 29.953], [12.133, 6.692, 31.118], [12.882, 5.796, 32.454], [12.349, 3.837, 32.665], [11.519, 2.889, 31.360], [10.891, 4.468, 31.941], [11.167, 5.512, 29.445], [11.229, 3.827, 29.165], [12.406, 4.865, 28.436], [14.111, 1.890, 30.206], [11.462, 18.608, 23.094], [10.130, 17.875, 22.540], [10.471, 17.194, 21.246], [9.800, 16.880, 23.666], [8.482, 16.143, 23.590], [7.387, 17.072, 23.625], [7.524, 18.199, 22.599], [6.941, 17.925, 21.158], [6.517, 19.243, 23.159], [8.836, 18.687, 22.611], [9.051, 19.825, 21.893], [12.386, 18.304, 22.602], [11.404, 19.691, 22.990], [11.536, 18.467, 24.172], [10.657, 17.963, 20.497], [11.422, 16.662, 21.279], [9.736, 16.575, 20.731], [10.575, 16.125, 23.799], [9.758, 17.437, 24.602], [8.336, 15.685, 22.612], [8.542, 15.368, 24.354], [7.172, 17.319, 24.664], [6.567, 16.409, 23.349], [7.293, 18.636, 20.411], [5.860, 17.784, 21.169], [7.336, 16.976, 20.795], [6.539, 20.258, 22.763], [6.643, 19.383, 24.233], [5.481, 18.971, 22.962], [9.038, 20.470, 22.604]], "forces_ev_per_a": [[1.7333, 0.4614, 2.2959], [0.3175, -2.7936, -1.2920], [-2.0781, 0.7069, 1.7096], [-0.4558, 1.7206, -1.3653], [-0.9739, 0.3348, -0.2235], [1.7033, -1.5639, 1.0082], [-0.0794, 1.8572, -2.2119], [-0.2879, -1.2999, 0.6048], [0.3823, -0.1003, 0.9421], [1.0179, 0.3929, -1.8479], [0.4271, 0.4658, -0.0001], [0.3638, -0.8977, -0.2958], [-0.3776, 1.0858, -0.3611], [0.5005, 0.3563, -1.0558], [-0.2649, -0.2639, -0.1355], [0.5552, 0.4280, 0.2867], [0.1418, -0.0790, -0.3964], [-0.5910, -0.6667, 1.4044], [0.1904, -0.6477, -0.1671], [0.2618, -0.3649, 0.8950], [-0.2366, 0.2361, -0.5702], [-0.4808, 0.2942, 0.2378], [-0.9682, 0.9624, -0.1300], [-0.0713, 0.4147, 0.6829], [0.2990, -0.3035, 0.6010], [-0.5969, -0.4831, -0.8969], [0.6843, -0.1912, -0.1329], [-0.8024, -0.1603, -0.0551], [-0.1425, -0.0750, 0.4143], [-0.1894, 0.0453, 0.0072], [-0.7268, -1.1421, 0.5542], [-1.6433, 0.3632, 0.3063], [-0.4810, 0.0358, 0.3159], [3.1455, 0.2162, 0.6586], [-0.6262, -0.0432, -2.3442], [-0.6975, 0.7474, 0.5798], [1.2952, 2.3164, 0.9128], [-1.6279, -1.0043, 0.4292], [1.1654, -1.6413, -0.2456], [1.1518, 0.8955, 0.1075], [0.2898, 0.5555, -1.1525], [-0.0053, -0.2944, -0.1978], [-0.3567, 0.2226, -0.1197], [0.4588, -0.1393, -0.1920], [-0.0843, -0.1206, 0.5678], [0.4547, 0.4162, 0.0876], [-0.1179, -0.0913, -0.1672], [0.2779, -0.1666, -0.1294], [-0.8969, -0.3134, 0.0646], [-0.0122, 0.2511, -0.1776], [0.1708, -0.1040, 0.5138], [-0.1534, -0.2855, 0.8177], [-0.3906, -0.4381, -0.2684], [-0.1320, -0.2631, 0.0622], [-0.0750, 0.8534, -0.3473], [-0.0265, 0.0203, -0.1277], [-0.1623, -0.2482, -0.4751], [0.2516, -0.3074, 0.0655], [0.0210, -0.0254, -0.3517], [-0.3893, -0.3282, 0.1789], [1.1648, -0.7973, -0.1204], [-1.6290, -0.6853, -0.2034], [1.0995, -0.4512, -1.5557], [0.6994, 0.5594, 0.0270], [0.5910, -0.0936, -0.8449], [-1.3762, -1.7790, 1.8422], [-0.8062, -0.0259, -0.4586], [-1.2417, 0.5386, -0.8940], [-0.5587, -0.4301, 1.1399], [0.2867, 0.6845, 0.2677], [-2.0538, 0.9293, 0.2103], [0.0493, 0.4628, 0.0426], [0.0424, -0.2267, -0.0440], [-0.3824, 0.2430, 0.5849], [-0.0144, 0.5442, -0.2277], [-0.0429, -0.4745, 0.5150], [0.6079, 0.2101, 0.5903], [0.0740, -0.1317, 0.1058], [0.5144, 0.3394, -0.1517], [0.2723, 0.0470, -1.2259], [0.2427, 0.4005, -0.1664], [0.7829, 0.1996, -0.3152], [0.2270, -0.4275, -0.2636], [0.3243, 0.3585, -0.2440], [0.0254, -0.1964, 0.7825], [0.4211, 0.1834, 0.6913], [0.0622, 0.1214, -0.0793], [0.1345, 0.0355, 0.0854], [0.0230, 0.0671, -0.2792], [0.4623, -0.0971, 0.2757], [-0.2220, -0.5636, -0.5114], [-1.0866, 0.0565, 0.1444], [-0.3289, 0.1654, -0.9827], [-0.5463, -0.4046, -2.9215], [0.6257, 0.9854, 1.3391], [-0.9439, -0.8755, 0.1330], [0.2849, 1.8167, -0.6621], [0.2420, 1.1293, 0.1286], [-1.3518, 1.0946, 0.7518], [3.0313, -2.6571, 0.9527], [-1.2611, 0.2320, -0.2915], [0.0771, -0.1377, 0.0992], [-0.3839, -0.0670, 0.3454], [0.4326, 0.0629, 0.6197], [0.3609, -0.1826, 0.0408], [0.3486, 0.1557, -0.0087], [-0.1609, 0.2437, 0.1049], [-0.1238, -0.2097, 0.0466], [0.2682, 0.6504, 0.2268], [-0.0189, 0.2472, 0.4835], [-0.0630, -0.2792, 0.0842], [0.1250, -0.3231, -0.0102], [0.2018, 0.3227, 0.0930], [0.1569, -0.3811, -0.3474], [0.0318, -0.0328, 0.4215], [0.2050, -0.2168, -0.2817], [0.3039, -1.0027, -0.0265], [0.1440, -0.0968, 0.2486], [-0.2730, -0.0660, 0.0492], [-0.0336, 0.3333, -0.1506], [2.0656, 1.2106, 1.7177], [-1.6842, -0.5842, -2.1445], [-0.7981, 0.5879, -0.2028], [2.9412, -0.5558, 0.5225], [-1.7030, -1.5453, 1.2229], [0.3425, 1.3439, -0.1580], [0.5878, -1.4394, 0.5942], [0.1072, 0.7263, 0.8013], [0.7169, -1.2713, -2.2320], [-3.9275, 2.2230, -3.6316], [2.2516, -1.1602, 2.7513], [-0.5927, 0.6535, -0.3027], [0.3177, 0.0817, -1.0303], [0.0347, -1.0451, -0.1375], [0.0759, 0.0783, 0.0368], [-0.2119, 0.0254, 0.3662], [0.0205, -0.2145, 0.2559], [-0.2730, 0.3511, -0.6707], [0.0245, 0.2197, -0.1306], [0.0938, -0.0394, 0.0273], [0.3640, 0.6057, -0.3071], [-0.8466, -0.0489, -0.2973], [0.0925, 0.3903, -0.0285], [0.1672, 0.3503, 0.3647], [-0.7074, -0.4116, 0.3266], [0.0512, -0.0636, -0.0786], [-0.6102, 0.7414, -0.0681], [-0.3924, -0.6749, 0.7953], [0.3067, -0.0547, 0.0271], [1.2382, -0.4742, 1.5407], [-0.3713, -0.1802, 0.6379], [-0.1213, -0.8597, -0.8316], [-0.9724, -0.1768, 1.4480], [-1.8542, 0.8555, 1.7331], [1.9526, -0.7614, -1.7389], [-1.6733, 2.1492, -0.9604], [0.5655, 0.9934, 0.7144], [-0.1544, -1.1054, 0.3609], [0.1754, -1.0872, -1.0229], [2.2863, -0.0350, 5.1613], [-1.3239, 0.5207, -2.9546], [0.3657, 0.1135, 0.4607], [-0.2365, 0.9489, -0.3908], [0.0052, -0.1085, -0.3379], [0.1383, 0.2461, -0.1868], [0.8664, -0.5715, 0.4612], [0.1602, 0.7495, -1.2101], [0.5936, -0.6021, -0.7147], [-0.1470, 0.0055, -0.3376], [-0.1378, 0.2929, -0.2017], [-0.2273, -0.1834, 0.6918], [0.6652, -0.8387, -0.0818], [-0.6039, 0.0991, 0.2269], [0.0046, 0.7163, -0.5969], [0.3220, -0.6563, -0.2671], [-0.2306, 0.4708, 0.1046], [0.2685, -0.1625, 0.0718], [0.1207, -0.6221, 0.8726], [-0.1033, -0.4209, -0.2689], [-0.2601, 0.2166, -0.8765], [0.2293, 0.8333, 0.5152], [-0.2481, -0.6651, 0.3195], [-0.5760, 0.7131, -0.2534], [0.7759, -2.0794, 0.4869], [-0.1244, 0.1246, -0.3754], [0.5910, 0.0686, 0.8245], [-0.5318, 0.1444, -0.4444], [1.6369, 0.7852, -0.3552], [-0.0490, 0.2936, -0.2071], [-1.6225, 2.1283, 1.7297], [-0.3022, -0.1107, -0.3563], [-0.0580, -0.0315, -0.1167], [-0.0894, 0.1230, 0.0732], [0.3380, 0.1062, -0.1958], [0.0269, 0.5080, -0.3161], [0.2827, -0.3810, -0.1688], [-0.1082, -0.4608, -0.3500], [-0.0793, 0.2865, 0.2195], [0.1892, -0.2188, 0.1459], [0.0881, 0.0122, -0.3630], [0.1518, 0.6959, -0.2512], [0.1166, -0.4591, -0.1611], [-0.0097, -0.2606, 0.4542], [-0.3065, -0.7432, -0.0668], [0.0053, -0.0190, -0.1148], [-0.7091, -0.2414, -0.0523], [-0.3016, -0.1399, -0.2008], [0.0077, -0.0195, -0.0203], [0.0210, -0.6080, -0.2385], [0.5838, -0.3657, -0.1967], [-1.9878, 0.2744, -0.6317], [2.8244, 0.7584, -0.9705], [-0.9672, -0.3890, 0.3303], [-1.0961, -1.1459, -1.3879], [-1.2248, 0.6626, 1.0592], [1.6858, 0.1496, -1.3233], [-0.1399, 0.1896, 1.8892], [-1.0411, -0.0995, -0.2603], [-0.9855, 0.3037, -0.8066], [2.3869, 1.8862, 0.2956], [-0.5716, -0.8379, -1.3299], [0.8877, -0.6937, 0.6488], [-0.1820, 0.8784, 0.4956], [0.1335, -0.1318, 0.2947], [-0.3907, -0.2543, 0.0769], [-0.0420, 0.0555, 0.4337], [0.5613, -0.1042, 0.1264], [0.2787, -0.1323, 0.0264], [0.3385, -0.6037, 0.0559], [-0.3192, 0.4336, -0.0136], [0.0257, -0.1557, -0.1410], [-0.3881, -0.3394, 0.0311], [0.0787, 0.1188, -0.0257], [-0.0119, -0.3130, -0.1717], [-0.1675, -0.0943, 0.3662], [-0.3343, -0.1516, -0.0748], [-0.0422, 0.1679, 0.1214], [0.2276, -0.2912, 0.1713], [0.3848, -0.0382, 0.3536], [0.0317, 0.0089, 0.3675], [-1.6912, 0.7642, -0.3227], [-0.8321, -1.0172, 2.6368], [0.2423, 0.6313, -1.7020], [0.6141, -0.9982, 0.3156], [2.5303, -0.9858, -1.2999], [-2.1566, -0.8239, 0.1932], [-3.1533, 0.7250, -0.3890], [1.0277, -1.5535, 0.3749], [-0.0103, 1.1099, 0.4403], [4.1175, -0.7014, 1.0368], [-0.5655, 1.8872, -1.0003], [-0.3105, -0.3637, -0.0436], [-0.1306, 0.0920, -0.3387], [0.1236, -0.3040, -0.0655], [0.0598, 0.3713, -0.1057], [-0.1289, -0.2323, 0.4552], [-0.3430, -0.2424, 0.6562], [0.3633, 0.1175, -0.2433], [0.1610, 0.1947, 0.1154], [0.7660, -0.7495, -0.1493], [-0.6628, -0.0421, 0.0329], [0.0666, 1.0300, -0.1112], [-0.8686, 0.5857, -0.1365], [-0.3110, 0.4116, 0.3649], [0.0532, 0.3971, -0.0359], [0.1074, -0.2985, -0.0601], [0.5810, -0.0150, -0.5316], [0.0200, -0.1529, 0.1232], [0.0979, -0.5351, 0.1926], [0.1227, 0.6381, -0.3539]], "e_above_lowest_kj_mol": 1188.3, "lumo_energy_ev": 0.2, "orbital_gap_ev": 8.1, "homo_ha": -0.2885}